Entry 1:
17
Properties=species:S:1:pos:R:3 method="wB97M-V/def2-TZVPD" homo_energy_ev="-7.06 / -6.75"
N 2.51430 0.33358 0.45198
N 0.71739 -1.54546 -0.32197
N 1.19769 0.67787 0.61568
C -1.11807 0.08357 0.78731
C -0.56574 1.69091 -1.57918
C -2.03901 -0.86799 1.01208
C 0.25498 -0.25955 0.12704
C -0.03942 0.78269 -0.79802
H 3.10310 0.84299 1.09886
H -1.28025 1.06554 1.21624
H 2.71462 -0.66256 0.50940
H 0.90101 -1.53135 -1.31953
H -1.55029 2.13017 -1.44576
H 0.05988 -2.30037 -0.16161
H -0.02241 2.09717 -2.42785
H -1.87926 -1.89855 0.71822
H -2.96852 -0.63865 1.51710

=====

Entry 2:
17
Properties=species:S:1:pos:R:3 method="wB97M-V/def2-TZVPD" homo_energy_ev=-7.77
N -2.27512 -0.83891 0.21053
N 0.54447 1.96176 -0.11984
N -1.02497 -0.04621 -0.04666
C -3.19778 -0.01200 -0.03416
C 2.50080 -1.31797 -0.01103
C 0.07907 -0.80353 -0.09298
C 1.63655 1.15545 0.13359
C 1.49438 -0.28506 -0.15156
H 2.81408 -2.04973 -0.89202
H -0.04898 -1.89355 0.19621
H -0.35658 1.55078 -0.13191
H 3.46922 -0.95846 0.00306
H 2.43272 -1.92837 0.97034
H -4.27670 -0.44765 -0.11602
H 2.58472 1.67150 0.58206
H 0.36741 2.97503 0.38954
H -2.77473 1.12262 -0.37266

=====

Entry 3:
17
Properties=species:S:1:pos:R:3 method="wB97M-V/def2-TZVPD" homo_energy_ev=-7.58 smiles=CNc1[nH]cnc1C
N 0.98213 -1.11757 -0.33189
N -1.41981 -1.42786 -0.23034
N -2.05307 0.59681 0.23265
C 1.94845 -0.45349 0.49458
C -0.76319 0.70843 -0.09189
C 0.00466 1.91860 -0.23234
C -0.29847 -0.64041 -0.29940
C -2.42265 -0.65024 0.22019
H 1.52880 0.14987 1.37928
H 0.52660 1.72270 -1.07758
H -1.38632 -2.35637 0.04454
H 1.28847 -1.28808 -1.28425
H 0.82616 2.20174 0.41922
H 2.70285 -1.33518 0.81877
H -3.47666 -0.95076 0.45962
H 2.63924 0.08484 -0.22519
H -0.62717 2.83698 -0.29599

=====

Entry 4:
17
Properties=species:S:1:pos:R:3 method="wB97M-V/def2-TZVPD" homo_energy_ev=-8.71
N -1.31188 -0.45184 0.80353
N 0.85122 -0.11355 -1.86773
N 1.70238 -0.13134 -0.63387
C 0.67656 -0.77029 0.23419
C -0.45940 1.40886 -0.06691
C -0.06813 -0.64925 1.66065
C -0.41425 -0.07125 -1.65709
C -0.50786 -0.00705 -0.28450
H -1.64805 1.60476 -0.14526
H 0.07348 -1.38128 2.41445
H 0.46523 -1.88293 -0.00375
H 0.20274 1.64678 1.09423
H -1.91112 -1.42801 0.77091
H 2.66110 -0.34330 -1.00993
H 0.16708 2.05015 -0.65017
H 0.27596 0.34968 2.02383
H -0.75505 0.16984 -2.68258

=====

Entry 5:
18
Properties=species:S:1:pos:R:3 method="wB97M-V/def2-TZVPD" homo_energy_ev=-7.91
O 0.85312 -2.80217 -0.74553
N -0.03597 1.41105 -0.35632
N 0.89079 -3.17845 1.72369
N 0.27325 0.11120 -0.36658
C -0.43011 -2.23952 -0.25013
C 0.58066 -2.81971 0.59262
C 1.10090 2.18492 -0.63919
C -0.59750 -0.83836 -0.31601
C -1.20240 1.89141 0.25257
H 1.80578 -3.67180 1.78320
H -1.35805 -2.80349 -0.49139
H 2.08272 1.64957 -0.66350
H -1.76365 -0.57886 -0.23106
H 1.11927 3.01575 0.09842
H -1.71695 2.30337 -0.63937
H -1.52389 1.04302 0.77574
H -0.90535 2.71560 1.05854
H 0.82738 2.60647 -1.58570

=====

Entry 6:
18
Properties=species:S:1:pos:R:3 method="wB97M-V/def2-TZVPD" homo_energy_ev=-8.79
O -1.26322 1.54332 -2.34273
N 0.89786 -1.21777 3.19814
N 1.06627 1.47133 -2.70479
N 0.20939 -1.16719 0.93851
C 0.32591 0.44388 -0.73462
C 0.44567 -0.45826 2.09781
C -0.13352 1.25154 -1.92456
C -1.87282 -0.61993 -0.20304
C -0.44300 -0.37248 0.05214
H -1.93750 -1.66912 -0.46711
H -2.52567 -0.58107 0.77664
H 1.07589 -2.27802 2.86079
H 0.95577 1.97954 -3.64115
H 2.02600 1.17709 -2.60528
H 1.46525 0.49763 -0.56265
H 1.57394 -0.87781 3.80980
H 0.25531 0.69724 2.46886
H -2.12151 0.18008 -1.01676

=====

Entry 7:
19
Properties=species:S:1:pos:R:3 method="wB97M-V/def2-TZVPD" homo_energy_ev=-9.15
O -3.31200 0.72227 0.17962
O 3.25519 -0.67141 0.73754
N 0.11162 1.06649 0.23031
N -0.82190 -1.03016 0.03846
N 2.66454 0.40226 -1.01775
C 1.25376 0.63182 0.98232
C -2.23344 1.01067 -0.26981
C -1.92010 -1.94780 -0.16024
C -0.96115 0.23816 0.01732
C 2.29368 -0.11552 0.15812
H -2.46289 -1.76978 -1.10145
H 0.01709 2.05248 0.03410
H -2.65533 -1.88490 0.65711
H 0.96299 -0.05776 1.78846
H -2.10606 1.89520 -0.93413
H 3.75780 0.12183 -0.98211
H 1.94029 0.79622 -1.60498
H 1.73847 1.51104 1.42711
H -1.52256 -2.97110 -0.18001

=====

Going through the records in order, we get energy relative to the best compared isomer or geometry (same formula, charge and spin) values of 171.8, 110.8, 41.4, 178.7, 124.7, 61.9, 49.4 kcal/mol.